120
Properties=species:S:1:pos:R:3:forces:R:3 method="wB97M-V/def2-TZVPD" energy_ha=-2587.99256 orbital_gap_ev=9.24 total_charge=0
C -5.3505 -18.5374 7.3903 -0.86 -1.36 -0.70
C -5.2832 -17.3638 8.2939 -0.95 1.09 -0.55
C -5.6633 -17.5587 9.7703 1.16 -0.71 -0.65
O -5.5028 -16.3563 10.5043 -1.18 -0.03 -0.23
C -5.8917 -16.6408 11.8476 1.33 0.99 -0.49
N -3.9145 -16.9878 8.2651 1.79 0.47 1.22
H -4.9261 -18.3683 6.4007 0.89 0.50 0.26
H -6.3315 -18.8192 7.0078 -0.47 -0.36 1.02
H -4.8008 -19.3388 7.8839 -0.25 -0.45 -0.37
H -5.8607 -16.5518 7.8521 -0.67 0.17 0.22
H -4.9031 -18.2328 10.1652 0.27 -0.51 0.03
H -6.5926 -18.0963 9.9588 -0.52 0.49 -0.29
H -5.1327 -17.3449 12.1888 -0.57 -0.68 0.54
H -6.9375 -16.9451 11.8912 0.14 -0.27 0.24
H -5.7115 -15.7404 12.4348 -0.34 0.12 -0.09
H -3.7914 -16.2463 8.9397 0.54 0.30 -0.23
H -3.5202 -16.7724 7.3606 -0.37 0.31 -0.02
C 3.9913 -17.4530 14.5255 0.79 0.65 2.80
C 4.4710 -18.6456 13.8082 -2.16 -0.57 -2.16
C 3.5699 -19.8359 14.0771 -0.72 -0.40 0.61
O 2.1813 -19.4745 13.7784 1.60 -0.08 0.01
C 1.2802 -19.7663 14.7663 -0.92 -1.52 1.97
N 4.2838 -18.3328 12.4161 1.29 -0.26 -2.06
H 4.6645 -16.6099 14.3700 -0.13 0.00 -0.01
H 4.0541 -17.7642 15.5682 0.13 0.60 0.63
H 2.9568 -17.1188 14.4466 0.05 -0.41 -0.86
H 5.5203 -18.9240 13.9057 -0.02 0.26 0.66
H 3.6864 -20.1465 15.1154 -0.42 -0.14 0.20
H 3.7383 -20.7009 13.4356 0.57 0.06 -0.04
H 1.4723 -20.7066 15.2830 0.76 -0.38 0.07
H 0.2943 -20.0600 14.4058 -0.23 1.06 -0.47
H 1.2616 -19.0569 15.5936 -0.30 0.54 -0.25
H 4.6879 -19.1281 11.9425 0.24 0.05 -0.79
H 3.3232 -18.3626 12.1055 -0.34 0.26 0.42
C -3.3268 -21.2905 10.9748 0.07 0.08 1.26
C -1.7896 -21.5893 10.9110 -0.72 1.42 -1.02
C -1.3160 -23.0674 11.2280 -1.10 2.29 -0.33
O -1.0585 -23.2017 12.6151 -1.01 -0.21 -0.53
C 0.1780 -22.6301 12.9565 0.33 -0.94 0.56
N -1.4168 -21.0503 9.5673 -0.05 -1.69 0.31
H -3.5402 -20.2481 10.7381 0.52 0.15 -0.32
H -3.7474 -21.3496 11.9786 0.25 -0.49 0.31
H -4.0250 -21.8503 10.3525 0.56 -0.51 -0.29
H -1.2645 -20.8635 11.5318 -0.25 -0.36 0.81
H -0.4371 -23.3161 10.6332 0.18 -0.01 -0.05
H -2.1725 -23.6503 10.8893 0.17 -0.68 0.53
H 0.3214 -22.9048 14.0015 0.22 0.15 0.05
H 0.2605 -21.5465 12.8723 -0.15 -0.04 -0.39
H 0.9137 -23.1608 12.3521 0.61 0.44 0.00
H -1.3902 -21.8840 8.9977 -0.03 0.00 -0.89
H -0.4606 -20.7281 9.6100 0.41 -0.33 0.03
C -2.3736 -27.3954 15.6955 -0.89 0.48 -0.77
C -3.7452 -26.8924 16.2537 1.68 -0.14 0.66
C -4.7752 -26.5589 15.1883 -0.05 -0.83 -1.09
O -4.1930 -26.1326 13.9529 -0.47 0.55 1.01
C -3.9514 -24.7289 13.9553 -0.13 -0.57 -1.47
N -4.2293 -27.8320 17.3004 0.25 1.10 -0.34
H -1.4920 -27.3486 16.3347 -0.56 -0.51 0.81
H -2.0260 -26.7494 14.8893 -0.48 0.00 -0.37
H -2.5494 -28.3780 15.2574 0.47 -0.19 0.07
H -3.5002 -25.9175 16.6752 -0.07 0.00 0.77
H -5.4864 -25.8112 15.5394 0.03 0.25 0.22
H -5.3871 -27.4330 14.9651 0.14 -0.29 -0.17
H -4.8687 -24.1687 14.1370 -0.08 0.06 0.55
H -3.7180 -24.5199 12.9113 0.39 0.24 0.06
H -3.1220 -24.4138 14.5885 -0.17 -0.03 0.16
H -5.2269 -27.7357 17.4260 -0.09 -0.12 0.09
H -4.0096 -28.7965 17.0969 -0.04 0.03 -0.28
O -1.1750 -24.1327 7.7535 -1.06 -0.18 1.38
H -0.5440 -23.8137 7.1082 0.99 -0.20 -1.15
H -2.0231 -24.0616 7.3154 -0.21 0.23 -0.32
O -4.7518 -24.6463 9.6610 -0.61 0.52 0.09
H -3.8380 -24.9295 9.6938 0.44 -0.20 0.32
H -5.1259 -25.1278 8.9231 -0.31 -0.03 -0.11
O -2.3795 -25.9313 9.3017 -0.31 -0.53 0.59
H -1.9047 -25.2359 8.8464 0.77 0.64 -0.60
H -3.0330 -26.2295 8.6690 0.02 -0.50 -0.21
O -1.8748 -19.0582 7.8258 0.53 0.50 -1.43
H -2.5750 -18.4571 8.0802 -0.49 0.58 0.20
H -1.8317 -19.6928 8.5410 -0.11 -0.94 0.78
C 0.7901 -26.7451 10.8372 3.15 0.11 1.46
O 1.8773 -26.8333 11.3773 1.18 -0.45 0.26
N 0.4898 -27.1828 9.6497 -0.05 -1.62 -3.56
N -0.2160 -26.1503 11.3886 -3.79 2.61 2.05
H -0.3400 -26.7685 9.2497 0.34 -0.56 -0.63
H 1.2841 -27.4494 9.0856 -0.43 0.00 -0.16
H -0.0416 -25.4485 12.0937 0.00 -0.33 0.05
H -0.9502 -25.9241 10.7329 -0.37 0.09 0.78
C -7.2827 -21.0373 11.5196 -1.27 -0.16 -0.26
O -7.9943 -21.3627 10.6199 -1.46 -0.50 -2.34
N -6.4024 -21.7905 12.1048 2.50 -2.20 1.26
N -7.3575 -19.8870 12.1628 -0.55 2.78 0.59
H -6.3409 -22.7658 11.8494 0.39 0.23 0.36
H -6.0263 -21.3262 12.9191 0.63 -1.63 -0.01
H -8.0597 -19.2444 11.8250 0.47 0.23 0.58
H -6.6809 -19.7679 12.9031 -0.80 1.18 -0.19
C 0.8506 -19.0797 10.4649 1.12 0.31 0.13
O 1.2140 -20.2243 10.1980 -0.05 -0.44 0.47
N 1.0199 -18.4439 11.6249 0.42 -0.56 1.72
N 0.3019 -18.2722 9.5977 -1.23 1.88 -3.44
H 0.7681 -17.4762 11.7669 -0.06 -0.50 0.04
H 1.2942 -19.0432 12.3902 0.30 0.51 0.30
H 0.1820 -18.5390 8.6310 -0.20 -0.19 0.22
H 0.2798 -17.2709 9.7282 -0.14 -0.35 0.23
C 0.2508 -22.2918 5.6840 0.51 -4.63 -4.35
O 0.3068 -23.5337 5.6636 -0.94 -0.52 -0.69
N 0.0759 -21.5147 4.6167 -0.76 1.08 -1.45
N 0.5950 -21.7004 6.7188 1.42 4.62 5.86
H -0.2105 -21.8694 3.7154 0.02 0.02 0.45
H 0.1043 -20.5202 4.7905 -0.22 -0.20 -0.64
H 0.5673 -20.6922 6.6656 0.26 -0.12 1.01
H 1.0086 -22.1849 7.5025 -0.19 0.29 -0.13
C -1.1564 -22.9832 17.2303 -0.04 -0.29 1.91
O -1.5077 -21.8516 17.1041 -0.78 2.23 -1.33
N -1.0423 -23.9910 16.4059 0.11 -2.11 -4.05
N -0.8482 -23.4967 18.4208 0.71 0.10 3.11
H -1.3435 -23.9734 15.4420 0.30 0.04 0.19
H -0.5888 -24.8066 16.7922 -0.40 0.01 -1.05
H -0.8699 -22.8578 19.2027 0.29 -0.56 0.04
H -0.4983 -24.4440 18.4397 -0.12 0.60 1.08

123
Properties=species:S:1:pos:R:3:forces:R:3 method="wB97M-V/def2-TZVPD" energy_ha=-2705.27882 orbital_gap_ev=8.52 total_charge=0
C 0.7005 -3.9605 -1.6775 0.63 -3.14 1.52
C 0.2207 -4.2823 -3.0827 2.86 -0.42 0.44
O -0.5385 -3.2233 -3.5541 -1.18 -0.29 -0.63
H 1.3863 -4.7957 -1.2609 -0.62 1.12 -1.02
H -0.1228 -4.0836 -0.9785 -0.36 0.66 0.05
H 1.2255 -3.0425 -1.5087 -0.02 0.55 -0.30
H -0.2032 -5.3045 -3.1215 -0.35 0.63 -0.16
H 1.1609 -4.3158 -3.6965 -0.91 -0.14 0.11
H -1.3748 -3.2235 -3.0601 -0.21 0.36 0.03
C -3.5390 4.0600 -0.0271 1.10 1.06 -2.21
C -4.4617 3.7676 -1.2107 0.75 -2.62 -0.27
O -5.5786 4.5479 -1.0968 -3.49 0.79 0.14
H -2.6222 3.4765 -0.1207 -0.08 0.01 0.28
H -4.0658 3.8137 0.8593 -0.24 0.14 1.00
H -3.1983 5.1167 -0.0968 -0.47 -0.49 0.49
H -4.8138 2.7172 -1.0226 0.62 0.35 -0.65
H -4.0164 3.7909 -2.2613 -0.26 0.10 1.50
H -6.4162 3.9957 -1.0470 1.84 1.13 -0.26
C -0.1927 -1.6966 3.3379 -0.34 -1.11 -0.99
C -1.4986 -2.1983 3.9084 -0.23 0.85 -0.56
O -1.5228 -1.8893 5.2913 -0.34 0.13 0.99
H -0.1743 -1.5751 2.2669 -0.56 -0.39 -0.79
H 0.5918 -2.3926 3.5486 0.80 -0.12 0.57
H 0.0250 -0.7138 3.6228 0.49 1.23 1.20
H -1.5529 -3.2785 3.8510 -0.35 -0.28 -0.67
H -2.3307 -1.6704 3.3390 0.57 -0.92 0.93
H -1.5428 -2.6840 5.8520 -0.03 0.50 -0.65
C 3.1237 2.2996 3.8986 -0.92 -0.67 0.13
C 2.6817 1.8011 2.5534 -0.31 0.67 -0.98
O 2.4652 0.4172 2.5606 0.23 -0.80 0.60
H 3.2652 3.3748 3.9728 0.05 0.02 -0.23
H 4.0425 1.7786 4.0667 0.75 -0.09 0.71
H 2.3729 1.9828 4.6460 0.48 0.17 -0.16
H 3.3428 2.0866 1.7502 1.11 -0.02 -0.19
H 1.8027 2.2632 2.1782 -1.44 0.78 0.20
H 2.0489 0.1467 1.7205 0.27 0.08 0.37
C -0.5819 2.1047 3.9089 -1.24 -0.85 1.75
C -1.2463 1.3830 2.7408 1.02 -0.52 0.35
O -1.8061 2.3368 1.9115 -1.95 1.12 -1.02
H -1.4107 2.4736 4.6267 1.48 -0.59 -0.97
H 0.0481 2.9400 3.6641 0.00 0.57 -0.72
H 0.1241 1.4387 4.4206 -0.49 -0.09 0.27
H -2.0447 0.6603 3.0402 0.72 0.68 -0.07
H -0.5511 0.8585 2.0771 0.26 -0.49 0.70
H -1.1148 2.9119 1.5903 0.36 0.27 -0.15
C -3.0183 -4.0069 1.4382 -5.84 4.47 -2.23
O -4.1944 -3.3156 1.3269 4.98 -4.21 0.85
N -1.9344 -3.5276 0.8151 1.60 0.12 0.52
N -2.9120 -5.2112 1.8983 0.07 -3.63 2.20
H -1.9851 -2.5210 0.6883 0.33 0.58 0.11
H -1.0119 -3.9119 1.1158 -1.09 0.78 -0.60
H -3.6344 -5.7815 2.3606 0.31 1.19 -0.61
H -1.9847 -5.6201 1.9715 -0.38 0.15 -0.15
C -4.0618 -0.2029 1.3707 4.83 -2.65 -2.01
O -2.8480 -0.6984 0.9137 -4.64 2.16 1.91
N -4.3012 1.0549 1.4756 1.53 4.79 -0.23
N -5.0601 -0.9396 1.6963 -1.50 -3.57 0.30
H -3.4592 1.6829 1.4329 -1.28 -0.33 0.16
H -5.2282 1.3919 1.7284 0.77 -0.05 -0.05
H -4.8925 -1.9447 1.5967 -0.04 -0.08 0.06
H -5.9595 -0.6422 2.0142 0.06 0.52 0.09
C 2.7157 2.6556 -1.8533 3.10 -3.41 3.36
O 3.3114 1.8736 -0.8729 -2.67 4.07 -4.15
N 3.3370 3.6375 -2.5075 3.38 1.23 1.86
N 1.5121 2.3726 -2.2899 -1.93 -0.67 0.46
H 4.2744 3.9268 -2.0717 -2.09 -0.63 -1.36
H 2.9903 4.1082 -3.3306 0.03 -0.24 0.27
H 0.9965 1.6359 -1.7059 0.45 1.51 -1.36
H 1.0369 2.9678 -2.9775 0.26 -0.58 0.60
C 0.4592 -0.1854 -0.2994 -5.00 -4.11 -0.25
O -0.4119 -1.2884 -0.4163 4.22 5.04 0.21
N 1.7071 -0.2557 -0.0278 3.33 -2.23 0.66
N 0.0704 1.0508 -0.4120 -3.65 2.71 -1.34
H 2.0307 -1.1663 -0.2094 1.09 -1.36 0.10
H 2.4021 0.4699 -0.2303 -0.25 0.64 -0.46
H -0.9245 1.1541 -0.8362 1.45 0.36 1.47
H 0.5274 1.9302 -0.1371 0.30 -1.16 0.54
C 1.8765 -0.6094 -4.2263 5.60 1.93 -2.18
O 3.1129 -0.1236 -4.5491 -5.25 -1.23 1.72
N 0.9086 0.0661 -3.6650 0.40 4.38 2.62
N 1.5248 -1.8009 -4.5683 1.13 -4.72 -1.94
H 1.3715 0.9523 -3.2789 -1.53 -1.90 -0.97
H -0.0182 -0.2046 -3.2576 1.47 -0.07 -0.99
H 2.2132 -2.3543 -5.1339 -1.01 0.91 1.14
H 0.8297 -2.3099 -4.0172 0.01 0.52 -0.72
C -2.3186 0.8097 -2.3889 -5.36 7.13 -3.98
O -2.8987 1.7169 -3.2902 3.00 -4.39 4.01
N -2.4079 1.0842 -1.0937 -0.96 0.18 1.57
N -1.7079 -0.2449 -2.7592 0.33 -4.75 -3.85
H -2.9408 1.9155 -0.8949 -0.01 -0.11 -0.24
H -2.4708 0.3507 -0.3285 0.01 -0.11 -0.49
H -2.1117 -0.6423 -3.6825 1.34 1.13 1.89
H -1.4192 -0.9871 -2.1096 -0.24 0.34 0.43
C 5.5570 -0.2525 0.6030 0.89 -0.93 -0.54
O 5.6801 0.1530 1.9262 1.55 0.28 0.84
H 4.5907 -0.0316 0.2269 -0.57 0.50 -0.81
H 5.6699 -1.3259 0.5393 -0.15 -0.68 0.06
H 6.3901 0.0798 -0.0460 -0.64 0.62 0.41
H 4.8497 0.4379 2.2652 -1.05 0.17 0.22
C 0.0605 4.4028 -0.5638 -1.03 1.44 -1.49
O 0.8421 3.7982 0.3836 0.39 -1.07 1.96
H -0.4260 3.7158 -1.2669 -0.30 -0.21 0.83
H 0.7577 4.8922 -1.1943 0.38 1.19 -1.09
H -0.6407 5.1534 -0.1488 0.07 -0.55 -0.23
H 1.3087 4.5139 0.8374 0.11 -0.54 0.08
C -3.8897 -2.2145 -1.9768 -1.17 0.16 -0.82
O -2.6429 -2.7886 -1.9689 1.61 -0.43 -0.35
H -3.9207 -1.2450 -2.4427 0.33 0.51 -0.22
H -4.3166 -2.1145 -1.0255 -0.41 0.08 1.59
H -4.5310 -2.8354 -2.5542 -0.87 -0.59 -0.57
H -2.3875 -3.1125 -1.1052 -0.02 -0.06 0.49
C 5.7144 0.6188 -2.7545 0.90 -1.29 -0.69
O 4.8600 -0.4034 -2.2554 0.73 0.65 -0.21
H 6.7314 0.2734 -2.5811 0.15 -0.10 0.03
H 5.6446 1.5554 -2.2813 -0.54 1.22 1.21
H 5.6631 0.8604 -3.8230 -0.53 -0.62 -0.08
H 3.9799 -0.1597 -2.5344 -0.53 -0.07 -0.50
C 2.9717 -2.6095 1.4010 0.80 1.49 -0.27
O 3.3691 -2.8333 0.0266 -0.20 -1.08 1.00
H 1.8960 -2.3848 1.5540 0.81 0.28 -0.62
H 3.6956 -1.8611 1.7713 -1.07 0.45 0.14
H 3.1720 -3.3935 2.0642 0.24 -2.00 0.57
H 4.1511 -3.4151 0.1212 -0.59 0.62 -0.59